{"formula": "C38H58N8O3S3", "method": "ωB97M-V with the def2-TZVPD basis set", "symbols": ["C", "S", "O", "C", "H", "H", "H", "H", "H", "H", "C", "S", "O", "C", "H", "H", "H", "H", "H", "H", "C", "S", "O", "C", "H", "H", "H", "H", "H", "H", "N", "C", "C", "C", "C", "H", "H", "H", "H", "H", "N", "C", "C", "C", "C", "H", "H", "H", "H", "H", "N", "C", "C", "C", "C", "H", "H", "H", "H", "H", "N", "C", "C", "C", "C", "H", "H", "H", "H", "H", "N", "C", "C", "C", "C", "H", "H", "H", "H", "H", "N", "C", "C", "C", "C", "H", "H", "H", "H", "H", "N", "C", "C", "C", "C", "H", "H", "H", "H", "H", "N", "C", "C", "C", "C", "H", "H", "H", "H", "H"], "coordinates": [[-3.2194, 0.4871, -4.9348], [-1.5061, 0.3795, -5.6321], [-1.0825, 1.7668, -6.1059], [-0.5053, 0.0115, -4.1437], [-3.6452, -0.4773, -4.6579], [-3.9226, 0.9603, -5.6202], [-3.2023, 0.9949, -3.9705], [-0.9931, -0.7949, -3.5960], [-0.3333, 0.8530, -3.4726], [0.4396, -0.4403, -4.4459], [-3.4180, 1.2929, 3.3360], [-1.8882, 2.3213, 3.0730], [-2.2949, 3.4828, 2.0885], [-1.8451, 3.0844, 4.7562], [-3.7097, 1.1854, 4.3807], [-3.3172, 0.3157, 2.8638], [-4.2650, 1.7089, 2.7904], [-0.9536, 3.6209, 5.0810], [-1.9208, 2.2699, 5.4765], [-2.5543, 3.7999, 5.1722], [0.3973, -1.7170, 0.3356], [0.1880, 0.0825, 0.7036], [0.9635, 0.8830, -0.3341], [-1.6280, 0.0930, 0.2095], [1.4067, -2.0246, 0.6085], [0.3459, -1.8280, -0.7476], [-0.3300, -2.3748, 0.8114], [-2.1518, -0.6996, 0.7437], [-1.6788, -0.0126, -0.8742], [-2.1010, 1.0464, 0.4452], [-6.1789, 0.4891, 0.6891], [-6.8363, 0.4170, 1.8952], [-6.2734, -0.6703, 2.5951], [-5.2682, -1.2204, 1.8164], [-5.2630, -0.5743, 0.5736], [-6.3964, 1.2190, 0.0257], [-7.6866, 1.0594, 2.0703], [-6.6044, -0.8880, 3.5998], [-4.7253, -2.1136, 2.0883], [-4.5583, -0.8136, -0.2091], [2.7148, 0.6263, -2.6236], [3.8731, -0.1022, -2.5791], [4.4860, 0.0392, -3.7990], [3.7880, 0.8511, -4.7163], [2.7284, 1.2535, -3.8743], [2.0815, 0.8408, -1.8666], [4.0586, -0.6765, -1.6835], [5.2852, -0.6427, -4.0492], [3.9483, 1.0885, -5.7576], [1.8915, 1.8815, -4.1416], [5.1894, -4.2842, -0.1110], [6.5485, -4.5783, -0.4846], [7.1919, -3.4083, -0.7393], [6.1864, -2.4251, -0.6091], [4.9956, -2.9779, -0.3353], [4.4855, -4.9478, 0.1791], [6.8752, -5.6061, -0.4283], [8.2369, -3.1969, -0.9119], [6.2354, -1.3480, -0.6722], [4.0212, -2.5404, -0.1761], [-4.1076, 3.4445, 0.0046], [-4.2554, 2.6975, -1.1317], [-5.5992, 2.5864, -1.5459], [-6.2672, 3.4380, -0.6934], [-5.3515, 3.9728, 0.2627], [-3.2590, 3.5468, 0.5426], [-3.4218, 2.2287, -1.6334], [-5.8479, 2.2561, -2.5437], [-7.2948, 3.7676, -0.6515], [-5.4226, 4.6632, 1.0901], [-0.5931, -2.0571, 3.7228], [-1.8068, -1.5113, 4.1395], [-2.7650, -2.5756, 3.9787], [-2.1009, -3.7447, 3.5594], [-0.7755, -3.4198, 3.4303], [0.3290, -1.6592, 3.8304], [-1.8977, -0.5389, 4.6006], [-3.8279, -2.5289, 4.1645], [-2.5030, -4.7430, 3.4700], [0.1175, -4.0093, 3.2840], [6.4418, 1.4491, 0.4578], [6.5870, 1.0190, 1.7324], [5.3447, 0.5798, 2.1674], [4.4189, 0.8177, 1.1793], [5.1300, 1.3553, 0.1432], [7.1220, 1.8239, -0.1880], [7.4717, 1.0659, 2.3501], [5.1060, 0.2651, 3.1726], [3.3594, 0.8420, 1.3875], [4.8944, 1.7606, -0.8297], [1.1859, -6.1944, -0.4188], [0.6461, -4.9602, -0.6264], [1.5342, -4.2204, -1.4451], [2.5705, -5.1028, -1.8068], [2.4286, -6.2804, -1.0453], [0.8469, -6.9453, 0.1654], [-0.2816, -4.6255, -0.1861], [1.3389, -3.2240, -1.8132], [3.3718, -4.8453, -2.4835], [2.9897, -7.1795, -0.8372], [0.8515, 6.1038, 0.0333], [-0.1108, 5.2173, 0.4767], [0.0993, 4.0506, -0.3219], [1.2097, 4.1985, -1.0973], [1.6965, 5.4605, -0.8682], [1.0215, 6.9749, 0.5153], [-0.7071, 5.4403, 1.3491], [-0.4817, 3.1402, -0.3095], [1.6551, 3.3203, -1.5409], [2.6040, 5.8578, -1.2983]], "total_charge": 0, "de_lowest_ev": 3.130, "orbital_gap_ev": 7.49, "e_lumo_ev": 0.0, "max_force_ev_per_a": 3.9}

***

{"formula": "C4H9NO3", "method": "ωB97M-V with the def2-TZVPD basis set", "symbols": ["O", "C", "O", "C", "H", "H", "H", "O", "C", "C", "N", "H", "H", "H", "H", "H", "H"], "coordinates": [[-0.7222, 0.7931, 1.8960], [-0.7068, -0.4321, 1.5664], [-0.0017, -0.9660, 0.5586], [-1.6007, -1.3851, 2.2968], [-2.4064, -1.8441, 1.6778], [-1.0177, -2.1522, 2.7916], [-2.0759, -0.7418, 3.0114], [0.1819, -0.3386, -3.5423], [0.2655, -0.1188, -2.3353], [0.9809, 1.1034, -1.7751], [1.3682, 0.9313, -0.3053], [-0.3185, -0.7238, -1.6432], [1.8583, 1.2423, -2.4187], [0.3608, 1.9916, -1.9302], [0.8182, 1.5700, 0.2268], [0.6632, -0.1149, 0.0872], [2.3530, 1.1857, -0.1625]], "total_charge": 0, "de_lowest_ev": 1.611, "orbital_gap_ev": 10.29, "e_lumo_ev": 0.4, "max_force_ev_per_a": 3.2}

***

{"formula": "C5H7NO2", "method": "ωB97M-V with the def2-TZVPD basis set", "symbols": ["C", "C", "C", "C", "C", "H", "H", "H", "H", "H", "H", "H", "N", "O", "O"], "coordinates": [[1.7349, 0.5308, 0.0316], [0.2069, 0.5246, -0.1316], [-0.8613, 1.6410, -0.4226], [-0.8726, 0.5859, 0.9773], [-1.5783, -0.7438, 0.6847], [1.4620, -1.3336, -0.0534], [2.1409, 1.3054, 0.7935], [2.0495, 1.0189, -0.9082], [-1.6693, 1.2124, -1.2399], [-0.9457, 2.9155, -0.4459], [-0.3116, 0.7011, 1.9091], [-2.3631, -0.9376, 1.3286], [-1.1258, -1.2903, -0.3499], [2.3023, -0.7442, 0.2865], [-0.3348, -0.6410, -1.0078]], "total_charge": 0, "de_lowest_ev": 6.694, "orbital_gap_ev": 10.05, "smiles": "OC[C@]12C[C@H]1C=NO2", "e_lumo_ev": 0.8, "max_force_ev_per_a": 8.6}

***

{"formula": "C10H19O3Si", "method": "ωB97M-V with the def2-TZVPD basis set", "symbols": ["C", "C", "C", "C", "C", "C", "C", "C", "C", "C", "O", "O", "O", "Si", "H", "H", "H", "H", "H", "H", "H", "H", "H", "H", "H", "H", "H", "H", "H", "H", "H", "H", "H"], "coordinates": [[-2.5748, 1.5300, 0.4245], [-3.8847, -0.0202, -0.8504], [-1.4655, 1.6450, 1.4033], [-2.3983, -1.7715, 1.4219], [-1.8446, -1.9478, -1.0207], [3.5487, -0.8115, 0.5434], [2.5447, 0.1868, -2.1116], [3.3569, 2.1701, 0.0311], [-1.9078, -1.0131, 0.1866], [-2.8384, 0.1607, -0.0991], [-4.8441, -0.1789, -1.4948], [-3.2405, 2.4850, 0.0643], [0.9404, 0.4876, 0.3251], [2.3895, 0.5278, -0.2220], [-1.5937, 0.9488, 2.2268], [-1.4250, 2.6638, 1.7800], [-0.4991, 1.3883, 0.9274], [-2.4168, -1.1227, 2.2936], [-3.4075, -2.1560, 1.2614], [-1.7348, -2.6075, 1.6316], [-2.8219, -2.3775, -1.2460], [-1.4897, -1.4035, -1.8916], [-1.1477, -2.7595, -0.8219], [3.6388, -0.6788, 1.6191], [3.1354, -1.8041, 0.3771], [4.5533, -0.8027, 0.1259], [2.0041, 0.9359, -2.6855], [3.5735, 0.1807, -2.4646], [2.1100, -0.7802, -2.3567], [4.3569, 2.1440, -0.3968], [2.8250, 2.9998, -0.4290], [3.4585, 2.3992, 1.0896], [-0.9006, -0.6180, 0.3580]], "total_charge": -1, "de_lowest_ev": 0.000, "orbital_gap_ev": 8.02, "e_lumo_ev": 3.1, "max_force_ev_per_a": 1.9}